The following is a quantum chemistry calculation of the molecule C4H8O2 at a distorted geometry, from the Open Molecules 2025 dataset.

Structure (XYZ):
```
14
Properties=species:S:1:pos:R:3:forces:R:3
O -0.46282 -1.84877 0.71836 -0.02 -0.11 0.26
O 1.69246 -0.28471 1.02478 -0.34 0.01 0.54
C 0.94653 -0.04626 -0.13653 -0.05 0.02 -0.09
C -0.35256 -0.90438 -0.30019 0.00 -0.11 -0.23
C -1.26097 0.34405 -0.20305 -0.04 -0.11 -0.13
C 0.01002 1.20452 -0.21986 0.36 -0.03 -1.10
H 1.62807 -0.18444 -0.99411 -0.12 0.34 0.44
H 0.29550 -1.66965 1.30223 -0.18 -0.24 -0.01
H 0.36148 1.29299 -1.22653 -1.04 0.86 -1.47
H -0.44447 -1.38557 -1.28154 0.18 -0.08 0.18
H -1.89628 0.29985 0.69093 0.44 0.30 -0.03
H 0.02967 2.26264 0.06916 0.52 -0.52 1.03
H -1.90201 0.53383 -1.06913 -0.05 -0.20 0.16
H 1.35538 0.38590 1.62549 0.33 -0.14 0.46
```
Forces are in eV/Å.

Results
relative energy (zero: lowest compared OMol25 entry of this formula, charge and spin)	249.9	kJ/mol
energy	-8370.6913	eV
total charge	0
E_LUMO	0.0309	Eh
HOMO level	-9.89	eV
Kohn-Sham gap	10.73	eV

Here are the Mulliken charges for atoms 1 to 8, given in e: -0.586 -0.608 -0.248 0.193 -0.682 -0.573 0.332 0.360

***

The following is a quantum chemistry calculation of the molecule C5H10O2, from the Open Molecules 2025 dataset.

Structure (XYZ):
```
17
Properties=species:S:1:pos:R:3:forces:R:3
O -0.50694 0.82113 -1.13538 -0.26 -0.27 -0.07
O -2.36580 -0.79282 0.05712 -0.02 0.18 0.41
C 1.59369 -0.26626 -1.55763 0.06 -0.03 0.01
C 0.70170 0.40464 -0.52551 0.22 0.01 0.11
C -2.05064 0.02471 0.89365 -0.10 -0.23 -0.08
C -0.69374 0.08216 1.55729 0.13 0.03 -0.05
C 0.44276 -0.48453 0.70336 -0.01 -0.03 -0.05
H 0.19623 -1.50810 0.39183 -0.03 0.18 -0.05
H -1.04950 0.02104 -1.22894 0.03 0.32 -0.21
H 1.36868 -0.55661 1.29270 -0.25 0.06 -0.10
H 1.71514 0.40073 -2.41632 0.05 -0.12 0.13
H -2.79425 0.77138 1.24771 0.11 -0.16 -0.02
H 1.15533 1.34410 -0.18956 0.12 -0.12 0.03
H 2.57757 -0.50787 -1.14312 -0.09 0.01 -0.07
H -0.80535 -0.48118 2.49545 0.05 0.09 -0.07
H 1.12473 -1.19447 -1.90915 0.09 0.13 0.07
H -0.47925 1.12009 1.83500 -0.11 -0.07 0.01
```
Forces are in eV/Å.

Results
relative energy (zero: lowest compared OMol25 entry of this formula, charge and spin)	121.4	kJ/mol
energy	-9441.7850	eV
total charge	0
E_LUMO	0.0360	Eh
HOMO level	-10.03	eV
Kohn-Sham gap	11.01	eV

Here are the Mulliken charges for atoms 1 to 8, given in e: -0.563 -0.554 -1.385 0.245 0.072 -0.539 -0.685 0.328

***

The following is a quantum chemistry calculation of the molecule C3H5N3 at a distorted geometry, from the Open Molecules 2025 dataset.

Structure (XYZ):
```
11
Properties=species:S:1:pos:R:3:forces:R:3
N -1.06534 0.27320 1.67991 2.08 -0.43 -1.08
N 0.22589 0.13168 1.36801 -0.40 -0.32 -4.16
N -1.93100 0.18457 0.67638 0.52 0.59 -0.09
C 1.40032 -0.30785 -0.94860 -0.35 0.71 -0.75
C -1.15883 -0.00204 -0.43582 -0.44 1.17 0.17
C 0.20099 -0.03329 -0.08630 -0.81 0.27 4.11
H -1.60585 0.17754 -1.47037 0.55 -0.88 1.76
H 1.21868 -1.37111 -1.37119 0.83 2.06 0.09
H -1.15845 0.57270 2.66017 -1.16 -0.45 -0.96
H 1.53792 0.59918 -1.67820 -0.61 -2.16 0.61
H 2.33566 -0.22459 -0.39398 -0.21 -0.57 0.30
```
Forces are in eV/Å.

Results
relative energy (zero: lowest compared OMol25 entry of this formula, charge and spin)	179.0	kJ/mol
energy	-7660.6002	eV
total charge	0
E_LUMO	0.0414	Eh
HOMO level	-9.60	eV
Kohn-Sham gap	10.73	eV

Here are the Mulliken charges for atoms 1 to 8, given in e: 0.271 -0.498 -0.545 -0.927 -0.180 0.489 0.323 0.235

***

The following is a quantum chemistry calculation of the molecule C3H3NO2S at a distorted geometry, from the Open Molecules 2025 dataset.

Structure (XYZ):
```
10
Properties=species:S:1:pos:R:3:forces:R:3
S 1.99134 -0.27632 -0.01123 1.68 0.16 0.09
O -1.73050 0.40022 -0.07164 -1.11 -1.18 0.60
O -0.16093 1.93395 0.11133 0.04 1.66 -0.30
N -0.43542 0.70416 -0.26168 1.39 -1.55 -0.98
C -1.72420 -0.95345 0.07462 -2.78 0.11 0.14
C -0.52683 -1.52169 0.13561 0.69 1.48 -1.27
C 0.39542 -0.39069 -0.09172 -1.70 -0.19 0.65
H -0.26654 -2.55532 0.08219 0.09 -0.24 0.35
H 0.49173 1.87759 0.81155 0.64 -0.14 0.66
H -2.77355 -1.30864 0.08912 1.06 -0.11 0.06
```
Forces are in eV/Å.

Results
relative energy (zero: lowest compared OMol25 entry of this formula, charge and spin)	469.1	kJ/mol
energy	-19575.9143	eV
total charge	0
E_LUMO	0.0097	Eh
HOMO level	-8.65	eV
Kohn-Sham gap	8.92	eV

Here are the Mulliken charges for atoms 1 to 8, given in e: -0.367 -0.286 -0.371 0.355 -0.074 -0.533 0.177 0.383

***

The following is a quantum chemistry calculation of the molecule C6H6O2 at a distorted geometry, from the Open Molecules 2025 dataset.

Structure (XYZ):
```
14
Properties=species:S:1:pos:R:3:forces:R:3
O 0.08270 -1.12739 -0.91250 1.24 -0.11 0.59
O -1.95063 -1.79900 -0.97471 0.84 -0.19 1.26
C 1.58980 0.67425 -0.32242 2.30 2.19 1.70
C -1.21913 -1.01101 -0.17077 2.79 1.60 -3.35
C -0.37772 0.77849 1.26264 -1.72 0.48 0.81
C -1.45563 -0.03670 0.71511 3.07 -2.08 -1.75
C 1.39112 -0.34013 -1.09647 -4.50 -1.53 -0.56
C 0.87674 1.08026 0.89809 -0.63 1.29 0.26
H -2.39423 -0.06422 1.08779 -2.76 0.46 1.50
H 1.70499 -0.56373 -2.11309 0.38 -0.09 0.59
H -1.14599 -2.17529 -1.44808 -1.35 -0.05 -0.10
H 2.49941 1.31747 -0.47610 -0.91 -0.86 -0.29
H 1.27613 1.97742 1.44262 0.04 -1.31 -0.49
H -0.87755 1.28957 2.10789 1.21 0.20 -0.18
```
Forces are in eV/Å.

Results
relative energy (zero: lowest compared OMol25 entry of this formula, charge and spin)	302.6	kJ/mol
energy	-10410.2736	eV
total charge	0
E_LUMO	0.0115	Eh
HOMO level	-7.86	eV
Kohn-Sham gap	8.17	eV

Here are the Mulliken charges for atoms 1 to 8, given in e: -0.539 -0.508 -0.218 0.641 0.002 -0.808 -0.162 -0.302

***

The following is a quantum chemistry calculation of a cluster of 2 separate species, C21H40ClFIN2O6P in total at a distorted geometry, from the Open Molecules 2025 dataset.

Structure (XYZ):
```
73
Properties=species:S:1:pos:R:3:forces:R:3
I -3.32934 1.18283 -0.58540 0.29 -0.27 -0.35
Cl -0.33891 -3.63474 0.05074 0.85 1.47 -0.89
P -2.01700 2.36705 2.57355 -6.07 5.60 0.07
F 1.13688 -4.55291 4.74207 -0.04 -0.12 -0.24
O -0.04633 -0.10923 2.02750 -0.12 0.31 -1.64
O -2.05058 -1.24082 -2.45873 -0.78 0.64 -1.84
O -2.79335 3.55945 1.79910 2.80 -4.83 2.12
O -2.97509 0.96609 2.85840 0.77 2.02 -0.99
O -1.96828 3.09085 4.21526 -0.04 -2.69 -2.27
O -2.34401 -2.31951 -4.67499 0.55 7.41 5.68
N 0.03573 -0.89344 -0.90724 -0.52 -1.13 -0.97
N 2.61025 1.38658 4.05504 -1.21 -2.38 -5.65
C -1.24199 1.48611 -1.18436 -0.82 0.46 -2.05
C 2.02790 -1.19932 -2.83326 -0.36 -0.11 -1.42
C -0.55889 -1.76363 0.22767 -1.30 -2.62 3.82
C 1.18071 1.51754 -1.31106 1.41 -0.12 -1.18
C -1.18912 3.70588 -2.84184 -0.03 0.08 0.93
C 2.72662 -1.43606 -0.39380 2.98 0.48 0.16
C -2.52324 0.23429 -4.75390 0.20 0.24 -0.14
C 0.01492 0.60947 -0.52125 0.77 4.61 -0.66
C -2.28890 -1.18700 -3.93782 -0.52 -5.12 -4.35
C -1.19265 3.11088 -1.26471 -0.73 2.93 -0.80
C -0.62376 -1.21994 -2.24698 -1.08 -0.90 -4.89
C -0.64485 -2.24662 2.98456 1.49 0.18 1.16
C 0.31304 0.91910 1.07242 1.52 0.32 2.55
C 3.64688 -2.83756 -0.54636 0.24 0.57 -0.06
C 1.91074 1.24577 1.46626 1.43 0.93 1.30
C -2.10924 -1.80035 0.56471 -3.14 0.48 0.72
C 2.35877 0.60596 2.94723 0.23 1.87 1.81
C 1.41238 -1.48136 -1.29592 4.21 -3.37 -1.88
C -0.33914 2.23603 1.79350 2.16 0.93 1.42
C 0.13057 -1.47995 1.70396 -1.10 -2.13 1.02
C 0.40086 -2.05722 4.27738 -1.34 0.81 0.61
H -2.58504 0.03718 -5.92659 0.21 -0.06 2.82
H -0.34677 3.71200 -0.78086 -1.01 -1.54 -0.41
H 1.76917 -0.17730 -3.29708 0.55 -1.55 0.91
H 2.72745 -1.23874 0.72614 -0.73 -0.23 -1.64
H -0.76845 4.80454 -2.80005 -0.79 -2.23 -0.13
H 0.10629 -2.80019 5.15352 0.96 1.13 -2.32
H -1.34231 1.29199 -2.36919 0.57 -0.30 2.97
H 3.18915 -1.32091 -2.84826 -2.27 0.30 0.44
H -0.74068 -3.39819 2.83501 0.09 2.19 0.09
H -2.17714 3.64798 -0.83753 2.37 -1.73 -0.50
H 1.34850 -2.67454 -1.46754 -0.99 2.96 1.10
H -3.52720 0.75263 -4.44796 1.98 -1.10 -0.22
H 3.41838 -3.35071 -1.57597 0.43 0.75 2.11
H 1.52125 -2.23346 3.98864 -2.28 0.15 0.72
H -2.92779 -1.76894 -0.26282 2.15 0.21 0.91
H -0.49381 3.06188 -3.52784 -1.47 1.24 1.04
H 1.17026 -1.98997 1.85569 -1.45 1.50 -0.88
H -0.07382 3.27390 1.26412 -1.26 -2.46 0.90
H 1.40467 2.55698 -0.81839 -1.09 -2.13 -0.73
H 2.73465 0.92470 0.76037 -1.29 0.15 0.58
H 0.89203 1.70572 -2.45553 0.46 -0.39 2.67
H 2.49236 -0.58043 2.94094 -0.29 2.87 0.52
H -3.89808 1.07572 2.45880 1.93 0.22 0.55
H 2.10293 2.41871 1.61160 -0.65 -2.48 -0.56
H -0.39004 -2.33878 -2.60352 0.43 2.69 1.35
H 2.24870 1.06878 -1.34238 -2.02 0.27 0.16
H 3.49865 -3.54672 0.37192 0.00 1.23 -1.96
H 0.30056 2.38944 2.80575 -1.19 -0.81 -2.17
H 4.79776 -2.52991 -0.54734 -2.58 -0.60 -0.03
H -1.62550 -1.69504 3.30683 1.74 -1.17 -1.06
H -2.74975 2.75201 4.74336 1.29 0.27 -1.03
H -0.36969 -0.42579 -3.10756 0.88 -1.71 2.49
H -2.39078 -0.95249 1.31746 0.75 -1.39 -1.52
H 1.63937 -2.00269 -3.62978 0.67 1.72 1.94
H -1.63735 1.00794 -4.60321 -1.82 -1.68 -0.01
H 2.44920 2.37945 3.70789 0.17 -1.22 0.69
H -2.47294 -2.80003 1.12097 1.71 2.26 -1.13
H -2.30284 3.78738 -3.20460 2.31 -0.46 0.39
H 3.48546 -0.61963 -0.83402 -1.95 -1.47 0.99
H 0.19158 -0.96866 4.71727 0.81 -1.93 -1.14
```
Forces are in eV/Å.

Results
relative energy (zero: lowest compared OMol25 entry of this formula, charge and spin)	1345.4	kJ/mol
energy	-70302.3635	eV
total charge	0
E_LUMO	-0.0442	Eh
HOMO level	-5.89	eV
Kohn-Sham gap	4.69	eV

Here are the Mulliken charges for atoms 1 to 8, given in e: 0.055 -0.053 0.733 -0.908 -0.199 -0.165 -0.681 -0.536